1.
{
  "formula": "C31H58NO16",
  "method": "the ωB97M-V functional and the def2-TZVPD basis",
  "species": ["C", "C", "C", "O", "O", "C", "C", "N", "C", "C", "C", "O", "C", "C", "O", "C", "O", "O", "H", "H", "H", "H", "H", "H", "H", "H", "H", "H", "H", "H", "H", "H", "H", "H", "H", "H", "O", "C", "O", "C", "C", "C", "H", "H", "H", "H", "H", "H", "H", "H", "O", "C", "O", "C", "C", "C", "H", "H", "H", "H", "H", "H", "H", "H", "O", "C", "O", "C", "C", "C", "H", "H", "H", "H", "H", "H", "H", "H", "O", "C", "O", "C", "C", "C", "H", "H", "H", "H", "H", "H", "H", "H", "O", "C", "O", "C", "C", "C", "H", "H", "H", "H", "H", "H", "H", "H"],
  "positions_angstrom": [[0.491914, -1.934698, 2.442314], [-0.023845, -0.986656, 1.359325], [-0.403835, 0.363224, 1.918163], [-0.245491, 0.683860, 3.064033], [-0.903882, 1.268692, 1.023742], [-2.229088, 1.042137, 0.491336], [-3.144447, 0.231059, 1.389129], [-4.492703, 0.329365, 0.816760], [-5.563653, -0.248904, 1.665743], [-5.073969, -1.474591, 2.430166], [-4.656873, -2.556664, 1.440531], [-3.674871, -3.429692, 2.045203], [-2.687473, -3.962214, 1.301572], [-2.969771, -4.268421, -0.153878], [-1.643842, -4.263910, 1.820094], [-6.173542, 0.812239, 2.630166], [-5.323464, 1.399360, 3.328426], [-7.395134, 0.953074, 2.575051], [1.250305, -1.457351, 3.065223], [0.908897, -2.830441, 1.973813], [-0.334664, -2.253992, 3.080514], [-0.877142, -1.438391, 0.843207], [0.727370, -0.842703, 0.573453], [-2.655489, 2.043346, 0.367489], [-2.148312, 0.584254, -0.493639], [-3.097709, 0.593125, 2.422904], [-2.830460, -0.816229, 1.344842], [-4.686939, 1.325514, 0.773376], [-6.372761, -0.591795, 1.007048], [-5.908868, -1.831206, 3.044321], [-4.264434, -1.246657, 3.125612], [-5.525423, -3.142742, 1.119790], [-4.238144, -2.085912, 0.547661], [-3.773451, -3.678873, -0.588014], [-3.226966, -5.328698, -0.217147], [-2.052404, -4.085637, -0.716161], [-1.195409, -2.255690, -1.707433], [-0.948592, -1.525613, -2.631462], [-1.295451, -0.230550, -2.534296], [-0.906244, 0.761078, -3.491298], [-1.840949, 0.806873, -4.681692], [-0.330797, -2.027703, -3.912588], [0.132307, 0.614869, -3.791553], [-0.947841, 1.694800, -2.931736], [-1.819735, -0.124507, -5.248426], [-1.551497, 1.618325, -5.350541], [-2.862792, 0.979943, -4.343604], [-1.128251, -2.403109, -4.551586], [0.333590, -2.849790, -3.654785], [0.230310, -1.281005, -4.465713], [-1.110100, -2.243178, -6.926482], [-0.393837, -2.955233, -7.575720], [0.721730, -2.416944, -8.111157], [1.724664, -3.203675, -8.763372], [1.400690, -3.453653, -10.221046], [-0.739214, -4.400029, -7.849022], [1.898322, -4.131453, -8.216951], [2.630647, -2.606778, -8.673754], [0.488168, -4.038736, -10.336251], [2.217086, -3.996261, -10.698522], [1.261006, -2.505916, -10.740488], [-1.401342, -4.431969, -8.714234], [-1.281854, -4.780660, -6.987923], [0.116072, -5.042087, -8.038773], [1.831220, 5.673419, 3.034968], [0.721468, 5.198989, 2.999713], [-0.304960, 5.973005, 3.406130], [-1.677755, 5.559531, 3.259307], [-2.142706, 4.654934, 4.379407], [0.446844, 3.777145, 2.600020], [-1.829751, 5.100957, 2.282622], [-2.233811, 6.495911, 3.264267], [-1.591044, 3.715779, 4.394949], [-3.199106, 4.415529, 4.255668], [-2.003114, 5.149681, 5.341436], [0.554912, 3.130452, 3.470107], [1.185034, 3.476599, 1.860132], [-0.537307, 3.609459, 2.177449], [6.890793, 5.832575, -0.895472], [6.412632, 6.293877, 0.107901], [5.082871, 6.242240, 0.276390], [4.435387, 6.645603, 1.499626], [4.176911, 8.135819, 1.535098], [7.274123, 6.983490, 1.144651], [5.007802, 6.305570, 2.362168], [3.496177, 6.103694, 1.517520], [5.102304, 8.713973, 1.508980], [3.633642, 8.389092, 2.445296], [3.573526, 8.429670, 0.676025], [7.408559, 8.020527, 0.837552], [8.245392, 6.496051, 1.146501], [6.867840, 6.967965, 2.151362], [3.512069, -2.019990, 4.777967], [3.540298, -3.212377, 4.669827], [3.598771, -3.739577, 3.425108], [3.722197, -5.141133, 3.179641], [2.378273, -5.840539, 3.184825], [3.418046, -4.130552, 5.864985], [4.424562, -5.596313, 3.880341], [4.174725, -5.201041, 2.190536], [1.898234, -5.781202, 4.161540], [2.500788, -6.893373, 2.926556], [1.711596, -5.376256, 2.458583], [2.357764, -4.254752, 6.084490], [3.888786, -3.637024, 6.710914], [3.865883, -5.111635, 5.733157]],
  "atomic_forces_ev_per_a": [[-0.1, 0.0, -0.1], [0.2, -0.3, 0.1], [-0.2, -0.1, 0.1], [0.2, 0.0, -0.2], [0.0, 0.1, 0.2], [-0.1, 0.1, -0.2], [-0.2, 0.1, -0.2], [0.3, 0.0, 0.2], [-0.1, -0.2, -0.1], [-0.3, -0.3, 0.1], [-0.1, 0.1, -0.2], [0.2, 0.1, 0.0], [-0.3, -0.1, -0.2], [0.2, 0.1, -0.1], [0.0, -0.1, 0.1], [0.8, -0.4, -0.3], [0.4, 0.4, 0.3], [-1.0, 0.1, 0.1], [0.0, -0.1, -0.1], [0.0, 0.1, 0.1], [0.1, 0.0, 0.0], [0.0, 0.2, 0.0], [-0.1, 0.2, 0.1], [0.1, -0.1, 0.0], [0.0, -0.1, 0.0], [0.0, 0.0, 0.0], [0.0, 0.1, 0.2], [-0.1, -0.1, -0.1], [0.1, 0.2, 0.0], [0.1, 0.0, 0.0], [0.0, 0.1, -0.2], [0.1, -0.1, 0.1], [0.0, 0.0, 0.1], [0.0, -0.1, 0.0], [0.0, 0.0, 0.0], [-0.2, -0.1, 0.1], [0.1, 0.1, -0.1], [0.0, 0.0, -0.1], [0.1, 0.0, 0.1], [0.0, 0.1, -0.1], [-0.1, -0.1, 0.0], [0.2, 0.0, 0.2], [0.0, 0.0, 0.0], [0.0, 0.0, 0.0], [0.0, 0.0, 0.0], [0.0, 0.0, 0.0], [0.0, 0.0, 0.0], [0.0, 0.0, 0.0], [-0.1, -0.1, 0.0], [-0.1, 0.0, -0.1], [0.0, 0.0, -0.1], [0.0, 0.1, -0.1], [0.0, 0.0, 0.1], [0.1, 0.0, -0.1], [-0.1, 0.0, 0.0], [0.1, 0.0, 0.1], [0.0, 0.0, 0.0], [0.0, 0.0, 0.0], [0.0, 0.0, 0.0], [0.0, 0.0, 0.0], [0.0, 0.0, 0.0], [0.0, 0.0, 0.0], [-0.1, 0.0, 0.0], [0.0, 0.0, -0.1], [0.0, 0.0, 0.0], [-0.1, 0.0, 0.2], [0.0, 0.0, -0.1], [-0.1, 0.0, 0.1], [0.1, 0.0, 0.0], [0.1, 0.1, -0.3], [0.0, 0.0, 0.0], [0.0, 0.0, 0.0], [0.0, 0.0, 0.0], [0.0, 0.0, 0.0], [0.0, 0.0, 0.0], [0.0, 0.0, 0.0], [0.1, 0.0, 0.1], [0.0, -0.1, 0.1], [0.0, 0.0, 0.0], [0.0, 0.1, -0.1], [0.1, -0.1, 0.0], [-0.1, 0.1, 0.0], [0.1, 0.0, -0.1], [0.0, -0.2, 0.1], [0.0, 0.0, 0.0], [0.0, 0.0, 0.0], [0.0, 0.0, 0.0], [0.0, 0.0, 0.0], [0.0, 0.0, 0.0], [0.0, 0.0, 0.0], [0.0, 0.0, -0.1], [0.0, 0.1, 0.0], [0.1, 0.0, 0.1], [-0.3, 0.0, -0.1], [0.2, 0.0, 0.1], [-0.1, -0.1, 0.0], [0.0, 0.1, 0.0], [0.2, 0.0, 0.0], [0.0, 0.0, 0.0], [0.0, 0.0, 0.0], [0.0, 0.0, 0.0], [0.0, 0.0, 0.0], [0.0, 0.0, 0.0], [0.0, 0.0, 0.0], [-0.1, 0.0, 0.0], [0.0, 0.0, 0.0]],
  "orbital_gap_ev": 5.9183,
  "total_charge": -1,
  "e_lumo_ev": 1.5,
  "energy_ha": -2474.69798
}

2.
{
  "formula": "C31H59As3ClN5OSTi",
  "method": "the ωB97M-V functional and the def2-TZVPD basis",
  "species": ["Ti", "C", "C", "N", "C", "C", "C", "C", "C", "C", "C", "N", "C", "C", "N", "N", "H", "H", "H", "H", "H", "H", "H", "H", "H", "H", "H", "H", "H", "H", "H", "H", "H", "H", "C", "As", "C", "C", "C", "C", "C", "As", "C", "C", "C", "As", "C", "C", "H", "H", "H", "H", "H", "H", "H", "H", "H", "H", "H", "H", "H", "H", "H", "H", "H", "H", "H", "H", "H", "H", "H", "H", "H", "H", "H", "Cl", "C", "C", "C", "C", "N", "C", "H", "H", "H", "H", "C", "C", "S", "O", "C", "C", "H", "H", "H", "H", "H", "H", "H", "H", "H", "H"],
  "positions_angstrom": [[-0.102100, -0.293600, 0.171800], [-2.087000, -1.602600, 2.274000], [-3.094200, -1.245400, 1.179300], [-2.505900, -0.247900, 0.272500], [-2.954500, -0.425300, -1.111800], [-1.965800, -1.287000, -1.859000], [-2.231700, -1.813400, -3.106600], [-1.308200, -2.677500, -3.695500], [-0.204700, -3.070500, -2.938200], [-0.003900, -2.508600, -1.693800], [1.069000, -3.001600, -0.749900], [1.363900, -2.007600, 0.292700], [1.524200, -2.594700, 1.629500], [0.162900, -2.634100, 2.371900], [-0.823600, -1.885500, 1.590600], [-0.818900, -1.549000, -1.187400], [-2.464000, -2.466700, 2.841000], [-1.966700, -0.758600, 2.967100], [-4.033500, -0.895000, 1.623300], [-3.313800, -2.153100, 0.605200], [-2.790000, 0.679100, 0.598600], [-3.043500, 0.544700, -1.612800], [-3.943800, -0.902200, -1.154500], [-3.147700, -1.555300, -3.613800], [-1.479100, -3.078200, -4.680400], [0.476200, -3.824400, -3.300500], [1.967700, -3.291000, -1.309700], [0.695000, -3.917400, -0.271400], [2.216000, -1.512100, 0.039700], [2.235200, -1.993700, 2.201000], [1.938400, -3.606600, 1.558100], [0.269800, -2.183100, 3.359300], [-0.168600, -3.670000, 2.529600], [-1.075600, -2.486800, 0.802700], [-1.619200, 2.276000, 4.012700], [-1.129900, 2.208000, 2.092200], [0.398300, 3.417300, 2.297200], [-2.526200, 3.499900, 1.505200], [-2.474900, 4.157000, 0.112000], [-3.883100, 4.721800, -0.148000], [-2.196800, 3.177300, -1.041400], [-0.588000, 1.979900, -1.270000], [-1.082500, 1.570300, -3.151800], [0.789500, 3.317600, -1.735400], [-1.469500, 5.309500, 0.092100], [-1.574400, 6.510600, -1.519900], [-2.729300, 7.907100, -0.762900], [0.117200, 7.443100, -1.153900], [-1.659700, 3.308300, 4.360100], [-0.860700, 1.752700, 4.597300], [-2.584800, 1.807800, 4.206700], [0.053200, 4.397800, 2.623700], [0.946800, 3.519900, 1.361200], [1.085300, 3.018900, 3.044500], [-2.565700, 4.298400, 2.251500], [-3.476300, 2.954100, 1.598000], [-4.636100, 3.937800, -0.092000], [-3.938700, 5.176200, -1.137900], [-4.126400, 5.479800, 0.593600], [-2.195800, 3.780100, -1.962800], [-3.058700, 2.500900, -1.106400], [-0.624400, 2.293800, -3.829000], [-2.162900, 1.634600, -3.296200], [-0.767300, 0.563200, -3.423900], [0.312600, 4.164900, -2.240400], [1.520900, 2.869400, -2.410600], [1.326200, 3.680800, -0.860000], [-0.455300, 4.903400, 0.139300], [-1.619600, 5.943300, 0.971000], [-3.782800, 7.642700, -0.819000], [-2.584700, 8.823200, -1.332500], [-2.468000, 8.104700, 0.275700], [0.980800, 6.819200, -1.380100], [0.169000, 7.759000, -0.113800], [0.174100, 8.330000, -1.782200], [2.046900, -0.135700, 5.242200], [2.245400, 0.336200, 3.587100], [3.474300, 0.793300, 3.108300], [3.515300, 1.191800, 1.771400], [2.402900, 1.052000, 0.972900], [1.222100, 0.547200, 1.410400], [1.160600, 0.260500, 2.736700], [4.333200, 0.879000, 3.752600], [4.419400, 1.629400, 1.378000], [2.403700, 1.384100, -0.058700], [0.187900, -0.002000, 3.137500], [1.621000, -0.535700, -5.365700], [2.115700, 0.348200, -4.238100], [2.282400, -0.677200, -2.716000], [1.513600, 0.065900, -1.642200], [4.088400, -0.399900, -2.393200], [4.520600, 1.038500, -2.196200], [1.425300, 0.065800, -6.250400], [0.701900, -1.047200, -5.085600], [2.369800, -1.281600, -5.620700], [1.398700, 1.129100, -3.988700], [3.070700, 0.797800, -4.496300], [4.577000, -0.850800, -3.257800], [4.327400, -0.994300, -1.510700], [4.305800, 1.651600, -3.068000], [5.596100, 1.068300, -2.026100], [4.028900, 1.481100, -1.332300]],
  "atomic_forces_ev_per_a": [[-0.6, 0.6, 0.0], [-0.5, 0.1, 0.1], [0.2, -0.3, 0.5], [-0.3, 0.7, -0.1], [-0.1, 0.1, -0.3], [0.2, -0.3, 0.4], [0.3, -0.3, -0.3], [-0.1, 0.2, 0.7], [-0.3, 0.1, -0.2], [-0.3, 0.0, 0.2], [0.0, -0.1, -0.3], [0.5, -0.1, -0.3], [0.0, -0.3, 0.4], [0.3, -0.3, 0.1], [-0.2, -0.4, 0.2], [-1.1, -2.0, -2.6], [0.1, 0.2, 0.0], [0.1, -0.2, -0.1], [0.1, -0.1, -0.1], [0.0, 0.1, 0.0], [0.2, -0.3, -0.2], [0.0, -0.2, 0.2], [0.1, 0.1, -0.1], [-0.1, 0.0, -0.1], [0.0, -0.1, -0.1], [0.1, 0.0, -0.1], [-0.1, 0.0, 0.1], [0.1, 0.1, -0.1], [-0.1, -0.1, 0.1], [-0.1, -0.1, -0.2], [0.0, 0.2, 0.0], [-0.1, 0.0, 0.0], [0.0, 0.2, 0.0], [0.0, 0.1, 0.2], [0.0, 0.0, -0.1], [-0.7, 0.9, 0.7], [0.1, 0.0, -0.2], [0.0, -0.1, 0.0], [0.0, -0.2, 0.0], [0.2, 0.0, 0.0], [0.1, 0.0, -0.1], [-0.6, 1.2, -0.8], [0.0, -0.1, 0.1], [0.0, 0.0, 0.1], [0.1, 0.1, -0.2], [0.2, -0.1, 0.3], [0.0, 0.0, 0.0], [0.0, 0.0, 0.0], [0.0, 0.0, -0.1], [0.0, 0.0, 0.0], [0.0, 0.0, -0.1], [0.0, 0.0, 0.0], [0.0, 0.1, 0.0], [-0.1, 0.0, 0.0], [0.0, -0.1, 0.0], [0.1, 0.0, 0.0], [-0.1, -0.1, 0.0], [-0.1, 0.0, 0.0], [0.0, 0.1, 0.1], [0.0, -0.3, 0.1], [0.1, 0.0, -0.1], [0.0, 0.0, 0.1], [0.1, 0.0, 0.1], [0.1, 0.1, 0.0], [0.0, -0.2, 0.1], [-0.1, -0.1, 0.1], [-0.1, 0.0, 0.0], [0.0, 0.2, 0.0], [0.1, 0.0, 0.0], [0.0, -0.1, 0.0], [0.0, 0.0, -0.1], [0.0, 0.0, 0.0], [0.0, -0.1, 0.0], [0.0, 0.0, 0.1], [0.0, 0.0, 0.0], [0.0, 0.1, -0.3], [0.4, 0.1, 0.0], [-0.5, 0.0, -0.3], [0.1, -0.1, 0.6], [-0.3, 0.1, -0.1], [2.2, 0.7, 2.0], [-0.1, 0.2, -0.1], [0.1, 0.0, 0.1], [0.1, 0.0, -0.1], [0.0, -0.1, 0.1], [0.1, -0.1, -0.1], [-0.1, 0.0, 0.0], [0.0, -0.4, 0.1], [1.1, 0.7, -0.5], [0.0, 0.1, 0.4], [-0.6, 0.0, -0.1], [-0.2, 0.0, 0.0], [0.0, 0.0, -0.1], [-0.1, 0.0, 0.0], [0.0, -0.1, -0.1], [0.1, 0.0, 0.1], [0.0, 0.0, 0.1], [0.0, -0.1, 0.0], [-0.1, -0.2, 0.0], [0.0, 0.1, 0.0], [0.0, 0.0, 0.0], [0.0, 0.1, 0.0]],
  "orbital_gap_ev": [6.0097, 7.4687],
  "total_charge": 2,
  "spin_multiplicity": 3,
  "e_lumo_ev": [-4.9, -5.0],
  "energy_ha": -9980.34250,
  "e_above_lowest_ev": 1.046
}